1.
# C38H70ClN2O6S2

A 3-piece molecular cluster, C38H70ClN2O6S2 overall (ωB97M-V/def2-TZVPD, OMol25).

The geometry in XYZ format:
```
119
C38H70ClN2O6S2 ωB97M-V/def2-TZVPD
C -4.5327 1.3585 -1.0756
C -5.0826 2.3969 -2.1993
C -4.9092 3.9427 -1.8035
C -3.3923 4.3398 -1.3759
C -2.3114 3.7559 -2.4012
C -0.8555 4.4790 -2.2883
C 0.0548 3.8349 -3.4419
C 1.6258 3.8143 -3.1280
C 2.0371 3.0139 -1.8000
C 1.2833 1.5837 -1.6385
C 1.3790 1.2148 -0.0622
C 0.2169 2.1128 0.6471
N 0.3600 2.0247 2.1286
C -0.9067 2.6739 2.6568
O -1.0903 2.4801 4.0716
C -2.3334 1.8049 4.3896
C -3.4656 2.7819 5.0163
C 0.2720 0.6111 2.6125
C 1.0488 -0.4711 1.7172
C 0.4445 -1.9253 2.1480
C 0.9260 -2.2714 3.6715
C -0.2969 -2.9653 4.4449
Cl -1.6897 -1.8341 4.8060
N 0.9853 -0.2245 0.2319
C 1.8244 -1.2313 -0.5296
C 0.9205 -2.1775 -1.4951
C 0.5179 -1.4782 -2.8776
O -0.2681 -2.6732 -0.8376
C -0.7697 -3.8882 -1.4449
C -2.3291 -3.9979 -1.0265
C -3.2254 -5.1069 -1.6902
C -4.7168 -5.1867 -1.2033
C -5.2915 -4.2148 -0.1292
C -4.3983 -3.1108 0.4820
C -2.9112 -3.0030 0.0241
H -5.4305 0.8155 -0.5897
H -3.9775 1.8696 -0.2190
H -3.8704 0.6001 -1.6455
H -6.2184 2.1912 -2.2806
H -4.6420 2.1112 -3.2170
H -5.2981 4.5678 -2.6876
H -5.6275 4.1434 -0.9219
H -3.3694 5.4907 -1.3214
H -3.2747 3.9396 -0.2958
H -2.6795 3.9910 -3.4716
H -2.2124 2.6226 -2.2986
H -1.0527 5.6007 -2.4930
H -0.4110 4.4215 -1.2387
H -0.1021 4.4696 -4.3870
H -0.2866 2.7622 -3.6863
H 2.2529 3.4809 -4.0400
H 1.9374 4.9167 -2.9522
H 1.9804 3.6644 -0.8577
H 3.1590 2.7473 -1.9171
H 0.1704 1.6239 -1.8867
H 1.8426 0.8581 -2.3156
H 2.4221 1.4602 0.3332
H -0.7903 1.7196 0.2503
H 0.2910 3.2189 0.3679
H -1.8296 2.3714 2.0213
H -0.7947 3.8121 2.4929
H -2.7642 1.1690 3.5387
H -2.0820 1.0555 5.2358
H -4.2766 3.0541 4.2563
H -3.0276 3.6844 5.5635
H -3.9974 2.1531 5.8307
H -0.8164 0.2475 2.7047
H 0.7322 0.5994 3.6681
H 2.1602 -0.4909 2.0093
H 0.8371 -2.7787 1.5050
H -0.7022 -1.8118 2.1148
H 1.7889 -3.0354 3.5689
H 1.3691 -1.3708 4.2128
H 0.1107 -3.3808 5.4367
H -0.6161 -3.8740 3.8160
H -0.0287 -0.2793 -0.0237
H 2.3613 -1.9722 0.1773
H 2.6706 -0.7397 -1.1339
H 1.6007 -3.0889 -1.7221
H -0.0716 -2.1447 -3.5915
H 1.4374 -1.1039 -3.4711
H -0.1851 -0.5980 -2.6058
H -0.6161 -3.9628 -2.5722
H -0.2203 -4.7627 -0.9294
H -2.7951 -5.8049 -2.4800
H -5.3747 -6.0022 -1.6433
H -6.3774 -4.3059 0.2254
H -4.7841 -2.3590 1.2560
H -2.3019 -2.1607 0.5107
C 3.7155 -3.7145 -7.2312
C 2.2415 -3.5117 -7.5867
C 1.5097 -3.1178 -6.3021
S 2.7202 -2.3015 -5.2676
O 2.9430 -3.1126 -4.0906
O 2.4042 -0.8910 -5.1846
C 4.1026 -2.5165 -6.3738
H 4.3411 -3.7881 -8.1227
H 3.8333 -4.6396 -6.6576
H 2.1519 -2.7067 -8.3232
H 1.8051 -4.4098 -8.0288
H 0.6847 -2.4330 -6.5026
H 1.1432 -3.9948 -5.7653
H 5.0162 -2.6750 -5.8012
H 4.1897 -1.6112 -6.9788
C 2.9416 0.4743 6.8927
C 3.4536 1.5125 5.8920
C 4.9825 1.4853 5.9442
S 5.4369 -0.1727 6.4420
O 6.0645 -0.1072 7.7399
O 6.0469 -0.8557 5.3233
C 3.7717 -0.7795 6.6489
H 1.8742 0.2801 6.7651
H 3.1002 0.8359 7.9137
H 3.1144 1.2459 4.8847
H 3.0695 2.5107 6.1132
H 5.4225 1.7037 4.9707
H 5.3696 2.1800 6.6915
H 3.7332 -1.4876 7.4763
H 3.4778 -1.2711 5.7183
```

Output
Net charge: +1
2S+1: 1
HOMO-LUMO gap, eV: 8.90
Maximum force, eV Å⁻¹: 4.99



2.
# C38H71F9N2O33S8

A 8-piece molecular cluster, C38H71F9N2O33S8 overall (ωB97M-V/def2-TZVPD, OMol25).

The geometry in XYZ format:
```
161
C38H71F9N2O33S8 ωB97M-V/def2-TZVPD
C 6.1806 -2.3624 -1.6386
C 5.5415 -1.6302 -2.8474
C 4.0413 -1.3192 -2.6355
C 3.8519 0.1512 -2.2280
C 2.4403 0.4940 -1.7155
C 2.1168 1.9892 -1.9014
C 0.8945 2.4409 -1.0719
C -0.4509 2.1627 -1.7650
C -1.6577 2.2853 -0.7936
C -2.7196 1.1648 -1.0288
C -3.9244 1.7420 -1.7929
C -5.0888 0.8088 -2.1927
O -5.7587 1.2880 -3.3383
C -6.1587 2.6509 -3.3443
O -5.1899 3.4319 -4.0104
C -7.5491 2.7157 -4.0381
C -7.5424 3.2702 -5.4644
C -6.8454 2.3521 -6.4823
F -7.6898 2.1031 -7.5770
C -6.1859 0.4738 -1.0693
N -7.4461 0.1905 -1.6768
C -8.0071 -1.1501 -1.6096
C -9.5483 -1.1037 -1.6403
N -6.2514 1.5537 -0.0848
O -5.1854 1.4599 0.8242
C -7.4658 1.6545 0.7141
C -8.0175 0.3692 1.3427
F -8.4497 2.3048 -0.0387
S -4.3600 -0.7133 -2.9401
O -5.3604 -1.4039 -3.7208
O -3.1728 -0.2794 -3.6473
C -3.7656 -1.9332 -1.6349
F -2.4537 -2.1184 -1.8688
F -3.9023 -1.4822 -0.3805
C -4.4414 -3.3447 -1.7261
F -5.7585 -3.2557 -1.8745
F -4.2123 -3.9398 -0.5320
C -3.8147 -4.2745 -2.8130
F -4.6932 -5.2121 -3.1151
F -3.5115 -3.6177 -3.9084
F -2.7432 -4.8601 -2.3509
H 7.0418 -1.8094 -1.2529
H 5.4703 -2.5019 -0.8138
H 6.5483 -3.3560 -1.9196
H 6.1227 -0.7250 -3.0479
H 5.6596 -2.2962 -3.7085
H 3.6339 -1.9788 -1.8608
H 3.4963 -1.4796 -3.5745
H 4.0483 0.7850 -3.1047
H 4.5701 0.3984 -1.4353
H 1.6834 -0.1005 -2.2473
H 2.3737 0.2723 -0.6410
H 2.9900 2.5823 -1.6009
H 1.9054 2.1896 -2.9614
H 0.9673 3.5089 -0.8304
H 0.9322 1.8999 -0.1129
H -0.4185 1.1572 -2.2059
H -0.5465 2.9140 -2.5605
H -2.1450 3.2581 -0.9355
H -1.2865 2.2134 0.2336
H -2.2101 0.3796 -1.5873
H -3.0350 0.7899 -0.0541
H -3.5323 2.1368 -2.7380
H -4.2881 2.6089 -1.2309
H -6.2695 3.0513 -2.3293
H -4.6774 2.8444 -4.5809
H -8.2580 3.2766 -3.4197
H -7.9255 1.6846 -4.0888
H -8.5916 3.3216 -5.7933
H -7.1626 4.2952 -5.5225
H -6.5940 1.3884 -6.0228
H -5.9343 2.8168 -6.8835
H -5.8542 -0.4625 -0.5753
H -8.1299 0.9276 -1.6082
H -7.6881 -1.7359 -2.4828
H -7.6962 -1.6772 -0.6948
H -9.9791 -1.9718 -1.1329
H -9.9216 -0.2201 -1.1035
H -9.9260 -1.0304 -2.6655
H -5.2084 0.5664 1.2134
H -7.1940 2.3393 1.5263
H -7.2704 -0.4381 1.3046
H -8.2320 0.5350 2.4036
H -8.9167 0.0071 0.8415
O 6.8125 0.1945 0.1937
S 7.9139 0.3876 1.0691
O 8.8279 1.4543 0.8757
O 8.7086 -0.9956 1.1708
C 8.7947 -1.4264 2.5376
C 7.5458 -0.8648 3.1813
O 7.3974 0.4307 2.5808
H 9.6976 -1.0040 2.9819
H 8.8393 -2.5114 2.5750
H 7.6458 -0.7593 4.2565
H 6.6626 -1.4614 2.9406
O 2.3223 -1.7609 -6.7139
S 1.6318 -0.5930 -6.2889
O 2.2060 0.6915 -6.4644
O 1.2060 -0.8009 -4.7679
C -0.2165 -0.6500 -4.6227
C -0.7777 -1.0994 -5.9535
O 0.1644 -0.5840 -6.9116
H -0.4382 0.4008 -4.4288
H -0.5705 -1.2546 -3.7926
H -1.7647 -0.6934 -6.1531
H -0.8027 -2.1878 -6.0366
O 8.8215 0.5675 5.7801
S 8.2096 1.8103 6.1078
O 8.7174 3.0315 5.5945
O 8.0819 1.9017 7.6876
C 6.7082 2.1143 8.0747
C 5.9154 1.4375 6.9757
O 6.6523 1.7374 5.7748
H 6.5198 3.1887 8.1073
H 6.5273 1.6817 9.0556
H 4.9037 1.8206 6.8835
H 5.8881 0.3534 7.1047
O 10.1828 7.8040 8.9379
S 9.5156 6.8349 8.1436
O 8.4131 6.1025 8.6571
O 10.6063 5.8318 7.5538
C 10.5329 5.7969 6.1171
C 10.0418 7.1786 5.7381
O 9.0749 7.4895 6.7535
H 9.8233 5.0241 5.8279
H 11.5132 5.5711 5.7069
H 9.5656 7.2046 4.7624
H 10.8414 7.9213 5.7779
O 8.5903 -4.5080 -7.0930
S 7.4477 -4.1771 -6.3185
O 7.5137 -4.0590 -4.9064
O 6.2727 -5.1866 -6.7083
C 5.1179 -4.4617 -7.1560
C 5.6838 -3.1971 -7.7699
O 6.7761 -2.8507 -6.9021
H 4.4907 -4.2457 -6.2902
H 4.5627 -5.0651 -7.8688
H 4.9666 -2.3817 -7.7978
H 6.0798 -3.3781 -8.7711
O -12.0933 -2.6177 0.2330
S -12.4624 -3.8717 0.7876
O -12.8360 -3.9921 2.1490
O -11.3027 -4.9213 0.4471
C -11.8356 -6.0464 -0.2666
C -13.0135 -5.4746 -1.0301
O -13.6002 -4.5429 -0.1104
H -12.1499 -6.8013 0.4562
H -11.0693 -6.4576 -0.9178
H -13.7488 -6.2261 -1.3020
H -12.6930 -4.9320 -1.9216
O 3.7993 0.2495 10.4387
S 4.9080 0.4600 11.2995
O 5.8140 1.5289 11.0588
O 5.7162 -0.9101 11.4217
C 5.8367 -1.3021 12.7991
C 4.5929 -0.7329 13.4523
O 4.4229 0.5430 12.8136
H 6.7472 -0.8613 13.2079
H 5.8914 -2.3850 12.8633
H 4.7028 -0.5893 14.5230
H 3.7119 -1.3444 13.2498
```

Output
2S+1: 1
HOMO-LUMO gap, eV: 9.50
Maximum force, eV Å⁻¹: 2.38



3.
# C38H72Br2F3NO17P

C38H72Br2F3NO17P as an isolated structure (ωB97M-V/def2-TZVPD, OMol25).

The geometry in XYZ format:
```
134
C38H72Br2F3NO17P ωB97M-V/def2-TZVPD
C 3.4875 -0.9762 1.8050
C 4.3113 -0.6931 0.5200
C 3.4639 -0.0336 -0.5935
C 3.2518 1.4907 -0.3604
C 1.9100 1.7096 0.4273
C 1.0085 2.7962 -0.2248
C -0.2214 3.0017 0.7086
C -1.5492 3.1825 -0.0840
C -2.1859 1.7946 -0.4490
C -3.6388 1.5742 0.0630
P -4.0316 0.1074 1.2328
C -5.1473 1.3375 2.2509
C -2.5421 0.7204 2.3096
C -2.9794 -1.1896 0.3415
O -2.0336 -1.9120 1.2322
C -1.0081 -2.3869 0.5790
F -0.3872 -3.2744 1.3638
F -1.3116 -3.0337 -0.5337
F -0.0943 -1.4345 0.3403
O -4.3487 -1.0634 2.5725
C -4.8657 -2.1774 2.2857
N -5.3915 -3.1133 1.9699
C -5.6843 -0.3734 0.2603
Br -7.4432 -0.4022 1.1571
C -5.7487 -0.6460 -1.0362
C -4.6250 -0.6209 -2.0378
Br -7.4321 -1.1108 -1.9524
H 3.1309 -0.0155 2.1993
H 2.6281 -1.6162 1.5663
H 4.0877 -1.4629 2.5836
H 4.7458 -1.6503 0.1923
H 5.1419 -0.0175 0.7760
H 4.0360 -0.1607 -1.5284
H 2.5233 -0.5884 -0.7067
H 4.0679 1.8378 0.2888
H 3.2689 2.0555 -1.2993
H 1.3187 0.7869 0.4041
H 2.1458 2.0220 1.4524
H 0.6685 2.4847 -1.2220
H 1.5877 3.7287 -0.3008
H -0.0527 3.8418 1.3998
H -0.3226 2.1070 1.3381
H -2.2217 3.8128 0.5125
H -1.2920 3.7092 -1.0161
H -2.2232 1.7975 -1.5544
H -1.4395 1.0355 -0.1813
H -3.8677 2.4833 0.6347
H -4.3192 1.6808 -0.7983
H -5.8141 1.9157 1.5945
H -4.5522 2.0914 2.7901
H -5.7025 0.8224 3.0441
H -1.5606 0.4096 1.9166
H -2.6597 0.3376 3.3293
H -2.4739 1.8160 2.3193
H -2.3756 -0.8262 -0.4980
H -3.5653 -2.0074 -0.1078
H -3.7401 -0.0194 -1.8293
H -4.2829 -1.6564 -2.2147
H -5.0078 -0.2916 -3.0152
C 0.9445 -6.5142 1.4598
C 2.3874 -6.5669 1.0037
O 3.2807 -6.0481 2.0022
C 3.5285 -6.8520 3.0353
O 3.0876 -7.9608 3.2005
O 4.3457 -6.2015 3.8743
C 4.6229 -6.9098 5.0823
H 0.6779 -5.5022 1.7651
H 0.2778 -6.8279 0.6561
H 0.7742 -7.1639 2.3184
H 2.5142 -5.9323 0.1272
H 2.6852 -7.5771 0.7183
H 5.0036 -7.9089 4.8756
H 3.7259 -6.9637 5.6986
H 5.3842 -6.3474 5.6190
C -3.8163 3.0742 -8.4759
C -3.1708 2.3533 -7.3102
O -3.8460 2.6316 -6.0786
C -5.0092 1.9930 -5.9006
O -5.5142 1.2156 -6.6710
O -5.5164 2.3809 -4.7310
C -6.8134 1.8452 -4.4464
H -3.8831 4.1450 -8.2739
H -3.2392 2.9223 -9.3893
H -4.8313 2.7178 -8.6501
H -2.1486 2.7093 -7.1828
H -3.1193 1.2770 -7.4807
H -6.8177 0.7597 -4.5193
H -7.5516 2.2767 -5.1230
H -7.0662 2.1251 -3.4269
C 10.4981 -3.8328 6.6049
C 10.2110 -2.4711 6.0056
O 9.5495 -2.5801 4.7398
C 8.2487 -2.8919 4.7937
O 7.6062 -3.0736 5.7971
O 7.7943 -2.9828 3.5440
C 6.4287 -3.4040 3.4472
H 11.0560 -4.4502 5.8985
H 11.0783 -3.7323 7.5231
H 9.5759 -4.3641 6.8388
H 11.1499 -1.9529 5.8120
H 9.6294 -1.8463 6.6848
H 5.7761 -2.7686 4.0430
H 6.3350 -4.4435 3.7572
H 6.1341 -3.3236 2.4038
C 0.1883 7.0829 -12.6080
C 0.0619 5.7764 -11.8515
O -0.0021 5.9899 -10.4355
C -1.1731 6.4348 -9.9719
O -2.1576 6.6572 -10.6286
O -1.0546 6.6093 -8.6504
C -2.2120 7.1786 -8.0387
H 1.0393 7.6571 -12.2374
H 0.3239 6.8961 -13.6739
H -0.6990 7.7023 -12.4788
H 0.9486 5.1673 -12.0250
H -0.7999 5.1978 -12.1869
H -3.1062 6.6026 -8.2708
H -2.3312 8.2130 -8.3611
H -2.0625 7.1644 -6.9619
C -2.5902 -1.4351 5.8142
C -1.7650 -2.2037 6.8246
O -0.5134 -1.5501 7.0983
C -0.5784 -0.4825 7.8903
O -1.5715 -0.0294 8.4008
O 0.6598 0.0173 8.0133
C 0.7229 1.2274 8.7644
H -2.0098 -1.2556 4.9080
H -3.4923 -1.9884 5.5527
H -2.8871 -0.4603 6.2012
H -1.5121 -3.1822 6.4178
H -2.3146 -2.3712 7.7523
H 0.2581 1.1102 9.7423
H 0.2457 2.0366 8.2116
H 1.7748 1.4681 8.9018
```

Output
Net charge: -1
2S+1: 1
HOMO-LUMO gap, eV: 7.31
Maximum force, eV Å⁻¹: 5.47